{"formula": "CHClO4S", "method": "ωB97M-V with the def2-TZVPD basis set", "homo_lumo_gap_ev": 10.8, "de_lowest_ev": 0.244, "total_charge": 0, "e_lumo_ev": -0.2, "energy_ev": -32600.832, "elements": ["C", "O", "O", "O", "O", "S", "Cl", "H"], "positions_angstrom": [[0.85597, 1.27686, -4.20122], [0.25326, 2.15899, -4.54399], [0.11935, 0.26937, 0.21321], [0.84381, -1.91329, -0.72816], [1.58349, 0.46063, -3.82806], [0.58500, -0.56335, -1.12073], [-1.32693, -0.56678, -2.14719], [-0.50092, -0.06610, 0.98654]], "forces_ev_per_a": [[2.48, -1.96, 1.12], [-2.69, 2.97, -1.38], [-0.98, -0.39, 1.13], [0.04, -0.26, -0.27], [0.22, -0.99, 0.15], [-1.28, 0.42, 1.67], [0.53, -0.03, 0.26], [1.68, 0.23, -2.68]]}

=====

{"formula": "CHF18O3P3V", "method": "ωB97M-V with the def2-TZVPD basis set", "homo_lumo_gap_ev": [6.9, 9.1], "de_lowest_ev": 1.094, "total_charge": -2, "e_lumo_ev": [5.2, 5.2], "energy_ev": -109687.740, "spin_multiplicity": 4, "elements": ["V", "O", "C", "O", "O", "H", "P", "F", "F", "F", "F", "F", "F", "P", "F", "F", "F", "F", "F", "F", "P", "F", "F", "F", "F", "F", "F"], "positions_angstrom": [[-0.27071, -0.06855, -0.10398], [-3.37431, -1.93068, -1.83051], [-2.37516, -1.29212, -1.23311], [-1.65846, -0.49775, -1.82431], [-1.98111, -1.56269, -0.11416], [-3.59737, -2.41995, -1.03524], [1.23437, -0.05209, 2.69296], [-0.31195, -0.31120, 2.17243], [0.70413, 1.45551, 3.15540], [0.97501, -0.68332, 4.17917], [2.76363, 0.31334, 3.09512], [1.77740, -1.51573, 2.10056], [1.39121, 0.58699, 1.17487], [-1.26206, 2.81727, -0.25803], [-0.18289, 3.05738, 0.91314], [-2.45678, 3.46221, 0.65138], [-0.83359, 4.09912, -1.09677], [-2.29300, 2.43628, -1.47312], [-0.12473, 1.99139, -0.92785], [-1.55563, 1.38341, 0.49474], [1.93690, -1.64287, -1.53348], [0.98608, -1.94433, -2.80720], [1.34702, -0.08466, -1.63935], [0.70049, -1.99189, -0.55411], [2.87675, -1.32735, -0.25821], [2.46237, -3.16651, -1.47435], [3.12248, -1.11123, -2.46608]], "forces_ev_per_a": [[-1.71, -1.42, -1.33], [-0.81, -0.25, 0.47], [3.09, 1.43, -1.38], [0.65, 2.55, -2.98], [-1.16, -2.39, 4.93], [-1.06, -1.00, -0.03], [0.45, 0.46, 0.27], [0.18, -1.24, 1.32], [0.80, -1.44, 0.33], [-0.24, 0.38, -1.25], [-0.80, 0.12, -0.33], [-1.25, 1.53, 1.02], [1.03, -0.02, -0.03], [-1.21, 0.32, 0.78], [-0.43, 1.57, 0.42], [0.83, 0.23, -1.12], [-0.31, 0.85, 0.75], [0.16, 0.19, 1.17], [2.40, -0.94, -2.91], [-1.90, -0.61, 0.82], [1.12, 0.50, -0.82], [0.53, -0.61, 0.13], [0.39, 0.04, 0.80], [-0.24, -0.03, 0.46], [-0.65, 0.39, -0.26], [-0.27, 0.13, -0.54], [0.42, -0.72, -0.69]]}

=====

{"formula": "CHF2IS", "method": "ωB97M-V with the def2-TZVPD basis set", "homo_lumo_gap_ev": [8.2, 6.3], "de_lowest_ev": 2.508, "total_charge": 0, "e_lumo_ev": [-0.7, -2.3], "energy_ev": -25420.942, "elements": ["C", "F", "F", "S", "I", "H"], "positions_angstrom": [[-0.11619, -0.24987, 1.03470], [1.13604, 0.00431, 0.77479], [-0.22323, -0.94857, 2.09466], [-0.45540, -0.68072, -1.85527], [0.41948, 1.40316, -2.63031], [-0.76070, 0.47169, 0.58142]], "forces_ev_per_a": [[1.30, 0.41, -2.59], [0.82, 0.16, 0.19], [-0.99, -0.51, 0.90], [0.19, 0.46, 0.21], [-0.30, -0.72, 0.42], [-1.02, 0.20, 0.86]]}

=====

{"formula": "CHF2N2O3", "method": "ωB97M-V with the def2-TZVPD basis set", "homo_lumo_gap_ev": [8.2, 8.2], "de_lowest_ev": 0.749, "total_charge": -1, "e_lumo_ev": [3.1, 3.1], "energy_ev": -15606.826, "elements": ["C", "N", "N", "O", "O", "O", "F", "F", "H"], "positions_angstrom": [[-1.50687, 0.05455, -0.12599], [2.11750, 0.48482, -0.00762], [1.57598, -0.53455, -0.13337], [1.86706, -1.67984, -0.28279], [2.01519, 1.69454, 0.12906], [-0.58068, 0.11751, -0.90765], [-1.72130, -1.22218, 0.48394], [-1.29819, 0.80109, 1.17046], [-2.46869, 0.28406, -0.32603]], "forces_ev_per_a": [[1.94, -0.94, 2.80], [-0.03, 2.31, 0.50], [0.65, 0.14, -0.03], [-0.62, -1.96, -0.29], [-0.07, -0.45, -0.17], [1.28, 0.30, -1.34], [0.11, -1.31, 0.13], [0.13, 0.42, -0.33], [-3.41, 1.49, -1.26]]}

=====

{"formula": "CHF2NO2", "method": "ωB97M-V with the def2-TZVPD basis set", "homo_lumo_gap_ev": [9.4, 9.4], "de_lowest_ev": 2.164, "total_charge": 0, "e_lumo_ev": [-0.4, -0.4], "energy_ev": -12068.267, "elements": ["C", "N", "O", "O", "F", "F", "H"], "positions_angstrom": [[0.19013, 0.71275, -0.50349], [-0.06651, -1.03036, 0.72122], [-1.15524, -1.01419, 1.25905], [0.86362, -1.72244, 0.73042], [-0.93910, 1.37084, -0.25717], [0.11986, 0.21032, -1.69711], [0.98724, 1.47309, -0.25294]], "forces_ev_per_a": [[-1.30, -0.08, 2.21], [-2.10, 5.18, -1.43], [1.60, -0.71, -0.51], [1.24, -2.03, 0.48], [-0.25, -0.39, 0.26], [0.74, -0.31, -0.66], [0.07, -1.66, -0.36]]}

=====

{"formula": "CHF2NO2", "method": "ωB97M-V with the def2-TZVPD basis set", "homo_lumo_gap_ev": [8.8, 6.8], "de_lowest_ev": 4.715, "total_charge": 0, "e_lumo_ev": [-1.7, -3.4], "energy_ev": -12065.715, "elements": ["C", "N", "O", "O", "F", "F", "H"], "positions_angstrom": [[0.36196, 0.72083, 0.39808], [-2.05620, -0.61143, 1.12165], [1.30185, 1.36035, 0.12645], [-0.30125, 0.53506, 1.44047], [-2.30294, -0.01239, -0.04525], [-2.71134, 0.10459, 1.99854], [0.08175, -0.00243, -0.62550]], "forces_ev_per_a": [[-0.83, -3.36, -4.20], [0.83, 0.19, -0.37], [2.67, 2.60, 0.20], [-1.26, -0.45, 1.57], [-0.46, -0.15, -0.11], [-0.40, 0.19, 0.30], [-0.56, 0.98, 2.61]]}

=====

{"formula": "CHF2NO2S", "method": "ωB97M-V with the def2-TZVPD basis set", "homo_lumo_gap_ev": 10.7, "de_lowest_ev": 0.586, "total_charge": 0, "e_lumo_ev": -0.9, "energy_ev": -22907.182, "elements": ["C", "N", "O", "O", "F", "F", "S", "H"], "positions_angstrom": [[-1.24307, 0.59979, -0.02307], [2.02458, -0.41025, 0.44433], [-0.94718, 1.60146, -0.49202], [-0.00015, -0.90492, -1.03173], [-2.14305, -0.19188, -0.56239], [-0.89168, 0.15512, 1.13651], [1.21829, -1.35403, -0.40135], [1.98226, 0.50472, 0.92971]], "forces_ev_per_a": [[-1.88, -1.27, -0.65], [-0.02, -0.85, 0.31], [1.22, 2.97, -0.85], [0.51, -0.72, -0.51], [-0.88, -0.28, 0.60], [0.23, -0.61, 1.36], [1.34, 1.51, 0.79], [-0.52, -0.76, -1.04]]}

=====

{"formula": "CHF3MgMnNO3S2", "method": "ωB97M-V with the def2-TZVPD basis set", "homo_lumo_gap_ev": [5.1, 5.1], "de_lowest_ev": 0.598, "total_charge": 1, "e_lumo_ev": [-6.6, -6.6], "energy_ev": -75263.254, "spin_multiplicity": 6, "elements": ["Mg", "N", "S", "O", "S", "O", "O", "C", "F", "F", "F", "Mn", "H"], "positions_angstrom": [[3.19870, -0.26676, 2.82584], [1.62876, 0.88718, 0.08101], [3.18635, 1.60574, 0.43028], [3.97048, 0.46029, 1.26704], [0.68400, 0.80227, 1.28015], [1.21955, 0.06517, 2.55081], [-0.58842, 0.06398, 1.00493], [0.13050, 2.47388, 2.01265], [1.03046, 2.91507, 2.86158], [-0.00720, 3.31652, 1.01492], [-1.01879, 2.30512, 2.62757], [-0.40274, -1.32419, 2.41895], [-0.25204, -3.20903, 1.29697]], "forces_ev_per_a": [[-0.10, 0.72, -1.32], [-0.74, -0.34, 1.39], [-0.10, 0.05, 0.24], [-0.31, -0.39, 0.74], [0.01, 0.47, -2.43], [0.78, -0.05, 0.76], [0.97, 1.42, -0.04], [0.08, 0.04, -0.46], [0.38, 0.00, 0.33], [0.03, -0.16, -0.04], [-0.31, -0.21, 0.23], [-0.64, -3.46, -0.93], [-0.05, 1.91, 1.54]]}